5 unconnected molecules or ions with the total composition C20H20ClN4. Source: OMol25; level of theory: wB97M-V/def2-TZVPD.

Summary:
net charge = -1
highest occupied orbital energy = -3.4 eV

Structure (XYZ):
```
45
Properties=species:S:1:pos:R:3:forces:R:3
H -4.105540 2.226265 -4.470288 -0.2 0.2 0.5
C 1.096224 2.818676 5.212324 -1.2 -0.2 -0.4
C 1.448505 1.626357 4.569635 -1.5 0.2 -1.2
C -2.213434 2.685616 -5.261927 0.0 1.0 -1.0
N 4.792928 -1.917515 -4.137854 0.5 1.3 -2.2
H 2.865187 -2.270486 -5.038884 0.0 -0.3 1.1
N -1.362845 -4.125204 6.409426 -0.9 -0.8 0.6
H 1.546579 3.074020 6.160157 0.1 0.0 0.0
C -1.233069 -4.458520 7.723301 -2.6 0.5 -0.8
H -4.743753 -3.900996 6.242047 -0.1 -0.1 -0.1
C -2.643835 -4.022686 5.893225 1.6 0.7 1.6
N 0.848422 1.197054 3.425123 -1.9 1.9 0.6
C -0.681076 3.162071 3.571878 1.1 -0.9 1.2
H -1.823332 1.713818 -4.997695 0.3 0.1 0.1
H -0.504440 3.351730 -6.300526 0.2 0.3 -0.3
C -3.508837 3.001909 -4.927123 -1.4 0.6 -0.9
C -3.663328 -4.378570 8.055047 1.6 0.2 -0.3
H -0.425170 4.297566 5.414403 0.0 0.4 -0.2
H 6.791040 -1.395854 -3.722210 -0.1 0.3 0.2
H -0.276096 -4.620790 8.196895 0.4 0.2 -0.5
H -1.611994 5.578696 -7.045518 -0.1 0.0 -0.1
C 6.514176 -1.536539 -5.814598 -0.6 0.4 -1.2
C 6.075688 -1.487788 -4.526070 -2.0 -2.6 1.1
Cl -2.367277 -3.210539 -1.454476 0.0 0.0 0.0
H -1.597094 3.606870 3.212040 0.1 0.2 0.1
H 5.838078 -1.663732 -7.878556 0.3 0.0 -0.1
C -3.776527 -4.116248 6.671611 -0.4 -0.2 1.3
H 7.559517 -1.414135 -6.056861 0.0 0.3 0.0
H 2.050891 0.907071 5.104566 0.6 0.0 -0.4
H -0.901627 1.611771 2.219641 0.7 -0.5 -0.6
C -2.144041 4.825353 -6.483578 0.7 -2.5 1.0
C 5.562121 -1.723891 -6.836140 0.8 -0.5 0.0
H -4.459910 -4.391526 8.784211 -0.5 0.0 -0.4
C -0.226391 1.990996 2.972397 1.5 -0.8 1.1
C -2.374247 -4.549728 8.574418 0.3 -0.1 -1.1
C -1.527301 3.608302 -6.067470 -0.2 0.5 0.2
H -2.235535 -4.765180 9.623581 0.0 0.0 0.1
H 3.551452 -2.092580 -7.327190 -0.3 -0.4 0.2
H -3.901713 5.938233 -6.261916 -0.5 0.0 -0.3
C -0.029833 3.532578 4.762554 0.6 -0.3 -0.2
C 3.926275 -2.116972 -5.169016 0.9 0.2 0.2
C 4.274708 -2.070536 -6.525431 0.5 1.2 0.4
C -3.457867 4.971854 -6.073435 0.1 1.1 0.5
H -2.779052 -3.637275 4.893435 0.5 -0.4 -0.3
N -4.166626 4.140487 -5.315154 1.2 -1.4 0.2
```
Positions in Å, forces in eV/Å.


A single C7H12 molecule. Source: OMol25; level of theory: wB97M-V/def2-TZVPD.

Summary:
highest occupied orbital energy = -8.5 eV
structure (SMILES) = C[C@H]1[C@H]2CCC[C@@H]12

Structure (XYZ):
```
19
Properties=species:S:1:pos:R:3:forces:R:3
H -0.145536 -1.278966 -1.806785 0.1 0.3 0.1
H 1.164487 1.971314 0.036816 -0.4 -0.1 0.1
C -0.740368 -0.397318 -1.530215 -0.1 0.1 -0.2
H -0.858586 1.705378 -1.207614 2.0 -1.2 -1.9
H -1.544319 -0.302020 -2.260849 0.0 -0.2 0.0
C -0.543529 0.677458 0.666546 -0.7 0.3 0.0
C 0.784963 0.209397 1.214215 0.2 0.3 -0.2
H 2.292530 -1.297905 1.504547 -0.3 0.1 -0.1
C 1.195542 -1.238205 1.491258 -0.2 0.1 -0.1
H -1.168904 1.616060 0.441841 0.7 -1.0 2.7
C 0.034191 0.912380 -1.465722 -1.0 0.8 -0.3
H -2.348247 -0.240649 -0.040685 0.0 -0.1 -0.1
H 0.601583 1.231311 -2.346163 -0.1 -0.2 0.1
H -1.147916 -1.441901 0.381252 0.0 0.3 -0.1
H 1.293645 0.876068 1.908224 -0.2 0.0 0.0
C -1.279204 -0.457180 -0.080627 -0.1 0.0 -0.1
H 0.845078 -1.951668 0.741702 0.0 0.2 0.1
H 0.847773 -1.582151 2.475196 0.0 0.2 -0.2
C 0.716817 0.988598 -0.122936 0.1 0.1 0.1
```
Positions in Å, forces in eV/Å.


The relative energy (zero: lowest compared OMol25 entry of this formula, charge and spin) results, record by record, are as follows: 231.1, 312.4 kJ/mol.